8 unconnected molecules or ions with the total composition C25H56N8O7. Source: OMol25; level of theory: ωB97M-V/def2-TZVPD.

## Properties
- HOMO energy (eV) = -8.9
- energy above the lowest of the compared OMol25 structures with the same formula, charge and spin (kJ/mol) = 0.0

Positions of all 96 atoms, in Å:
O (1.121, 2.591, 3.589)
O (-3.142, -4.255, 4.671)
O (2.445, 2.980, -0.395)
O (-3.629, -1.367, 0.618)
O (2.643, 2.701, -6.211)
O (-5.599, 3.972, -0.291)
O (2.321, -1.515, -2.828)
N (2.416, -2.095, 1.186)
N (2.795, -3.467, -1.674)
N (1.590, 2.129, -4.298)
N (-3.590, 3.224, -1.088)
N (1.449, 4.765, 0.655)
N (2.272, 0.621, 3.974)
N (-3.719, -3.127, -0.794)
N (-1.539, -3.758, 3.207)
C (-3.403, -2.535, 0.397)
C (2.098, 5.731, -0.277)
C (0.788, 1.091, -3.680)
C (-3.268, -4.437, -1.108)
C (-2.212, -4.625, 4.029)
C (1.277, 1.527, 4.191)
C (-0.440, -4.175, 2.406)
C (2.397, -0.564, 4.864)
C (3.426, 1.020, 3.193)
C (1.423, -3.949, -1.611)
C (0.302, 5.134, 1.522)
C (3.757, -4.180, -0.963)
C (1.612, 0.098, 0.049)
C (-0.705, -0.716, -0.314)
C (3.106, -2.275, -2.268)
C (2.004, 1.920, -5.539)
C (-2.302, 3.542, -1.706)
C (2.106, -1.113, 0.695)
C (-1.837, -2.363, 3.198)
C (-4.425, -2.435, -1.876)
C (1.905, 3.334, -3.520)
C (-4.536, 4.184, -0.821)
C (0.120, 0.367, 0.277)
C (-3.799, 1.833, -0.852)
C (1.707, 3.412, 0.476)
H (-1.306, -1.717, 3.911)
H (-0.321, -5.253, 2.470)
H (-0.101, 0.575, 1.328)
H (2.797, 5.122, -0.906)
H (3.725, 0.273, 2.449)
H (1.016, 3.990, -3.318)
H (1.117, 2.823, 1.219)
H (-0.510, -0.911, -1.390)
H (2.482, -1.555, 4.406)
H (0.826, -3.173, -2.104)
H (-0.213, 1.177, -4.065)
H (-0.657, -3.985, 1.347)
H (-3.706, -2.107, -2.627)
H (-2.307, 4.607, -2.013)
H (-1.415, 3.414, -1.076)
H (3.372, 1.982, 2.675)
H (-4.822, 1.526, -0.761)
H (-2.896, -2.191, 3.457)
H (1.134, 0.062, -3.812)
H (4.741, -3.807, -1.241)
H (-0.438, -1.670, 0.192)
H (-1.884, -5.689, 4.002)
H (-2.987, -3.280, 1.166)
H (-3.506, 1.301, -1.770)
H (4.189, -2.025, -2.175)
H (-3.243, 1.414, -0.020)
H (0.703, 1.292, -2.612)
H (3.541, -4.148, 0.096)
H (4.240, 1.178, 3.903)
H (2.462, 3.031, -2.659)
H (-1.668, -1.922, 2.224)
H (3.198, -0.470, 5.639)
H (0.510, -3.644, 2.638)
H (-0.052, 1.308, -0.194)
H (-5.245, -2.997, -2.317)
H (-2.398, -4.362, -1.771)
H (2.182, 0.989, 0.273)
H (-4.179, 5.189, -1.130)
H (1.297, -4.865, -2.150)
H (2.591, 3.870, -4.197)
H (1.800, 0.000, -1.053)
H (1.039, -4.050, -0.573)
H (2.710, 6.494, 0.198)
H (-3.983, -5.043, -1.619)
H (-4.890, -1.557, -1.417)
H (-2.868, -4.903, -0.184)
H (0.491, 1.161, 4.872)
H (0.437, 6.145, 1.932)
H (-1.755, -0.608, -0.086)
H (0.191, 4.381, 2.319)
H (-0.556, 5.118, 0.840)
H (3.724, -5.216, -1.318)
H (-2.147, 2.986, -2.647)
H (1.357, 6.226, -0.901)
H (1.460, -0.638, 5.450)
H (1.780, 0.930, -5.983)

---

A molecular structure, C32H58IN4O3PS. Source: OMol25; level of theory: ωB97M-V/def2-TZVPD.

## Properties
- HOMO energy (eV) = -8.2
- energy above the lowest of the compared OMol25 structures with the same formula, charge and spin (kJ/mol) = 0.0

Positions of all 100 atoms, in Å:
I (6.703, 1.771, 2.283)
S (2.625, -0.128, 5.885)
P (7.828, -0.592, 0.436)
O (2.454, -2.460, 2.902)
O (-1.007, -1.195, 0.777)
O (2.403, -0.446, 1.973)
N (6.618, -2.466, 3.444)
N (4.535, -0.058, 3.882)
N (5.289, -0.906, 1.673)
N (2.547, -0.905, -1.297)
C (-6.528, -0.929, -4.013)
C (-0.502, 0.057, 0.468)
C (1.008, 1.369, -0.798)
C (2.975, -1.372, 2.570)
C (5.180, -2.060, 0.725)
C (5.136, -2.393, 3.581)
C (4.504, -1.182, 2.894)
C (-5.554, -1.601, -3.049)
C (10.145, 0.837, 1.506)
C (6.688, -0.414, 1.944)
C (-1.007, 1.184, 1.067)
C (3.669, -0.038, 4.739)
C (9.607, -0.491, 0.917)
C (7.363, 0.592, -0.913)
C (0.515, 0.124, -0.450)
C (1.118, -1.132, -1.093)
C (-7.502, 2.534, 0.339)
C (-0.508, 2.425, 0.743)
C (3.382, -2.087, -1.108)
C (4.814, -1.638, -0.726)
C (-8.093, 1.469, 1.257)
C (8.545, 1.447, -1.463)
C (-6.124, 2.166, -0.206)
C (-9.163, -2.546, -3.554)
C (0.490, 2.487, -0.205)
C (-7.778, -0.381, -3.326)
C (-4.789, 3.213, 1.740)
C (-8.659, -1.428, -2.642)
C (-10.059, -2.047, -4.683)
C (-4.316, 4.442, 0.969)
C (7.273, -1.177, 3.148)
C (-5.029, 1.997, 0.848)
H (8.310, 1.634, -2.518)
H (4.822, -0.119, 1.197)
H (-0.818, -1.365, 1.708)
H (-8.323, -3.107, -3.971)
H (6.997, -2.748, 4.338)
H (-10.420, -2.886, -5.281)
H (-7.476, 0.357, -2.576)
H (-5.231, -0.904, -2.272)
H (1.792, 1.473, -1.539)
H (6.051, -2.714, 0.752)
H (-3.390, 4.231, 0.431)
H (6.509, 1.238, -0.685)
H (-5.692, 3.458, 2.305)
H (-6.000, -2.471, -2.565)
H (-9.091, 1.763, 1.589)
H (-4.665, -1.942, -3.583)
H (8.350, -1.340, 3.088)
H (-7.462, 3.492, 0.865)
H (3.467, -2.597, -2.089)
H (-9.732, -3.255, -2.946)
H (11.218, 0.745, 1.716)
H (-5.266, 1.137, 1.483)
H (-6.804, -1.630, -4.806)
H (-8.181, 2.678, -0.507)
H (7.116, -0.522, 4.024)
H (4.830, -0.551, -0.856)
H (0.579, -1.385, -2.018)
H (2.955, -2.821, -0.423)
H (-9.525, -1.373, -5.354)
H (-9.519, -0.918, -2.196)
H (0.873, 3.468, -0.484)
H (9.488, 0.898, -1.443)
H (9.683, 0.981, 2.491)
H (-7.482, 1.320, 2.148)
H (-6.013, -0.098, -4.504)
H (4.697, -3.286, 3.123)
H (-6.204, 1.231, -0.772)
H (4.370, -2.735, 1.020)
H (-8.181, 0.512, 0.737)
H (-8.111, -1.875, -1.807)
H (-4.095, 1.741, 0.337)
H (-0.900, 3.314, 1.223)
H (9.923, 1.722, 0.910)
H (9.864, -1.296, 1.609)
H (-5.817, 2.927, -0.930)
H (10.171, -0.687, -0.002)
H (-10.928, -1.519, -4.286)
H (5.561, -2.102, -1.379)
H (4.880, -2.464, 4.642)
H (-4.125, 5.271, 1.654)
H (8.608, 2.426, -0.985)
H (7.052, -0.032, -1.757)
H (1.002, -1.921, -0.345)
H (2.753, -0.437, -2.168)
H (-4.026, 2.953, 2.480)
H (-5.063, 4.779, 0.248)
H (-1.797, 1.144, 1.812)
H (-8.372, 0.168, -4.063)

---

A single C2H4N2O molecule. Source: OMol25; level of theory: ωB97M-V/def2-TZVPD.

## Properties
- HOMO energy (eV) = -9.7
- energy above the lowest of the compared OMol25 structures with the same formula, charge and spin (kJ/mol) = 84.0

Positions of all 9 atoms, in Å:
O (0.126, -2.064, -0.590)
N (0.386, 0.050, -1.474)
N (0.272, -0.046, 0.761)
C (-0.551, 0.569, 1.452)
C (0.227, -0.860, -0.452)
H (0.688, -0.353, -2.298)
H (-0.233, 1.202, 2.190)
H (0.742, 0.923, -1.157)
H (-1.656, 0.579, 1.568)

---

A gas-phase ion, CH5NOP (charge +1). Source: OMol25; level of theory: ωB97M-V/def2-TZVPD.

## Properties
- total charge = +1
- HOMO energy (eV) = -15.9
- energy above the lowest of the compared OMol25 structures with the same formula, charge and spin (kJ/mol) = 391.8

Positions of all 9 atoms, in Å:
P (-1.694, -0.121, 0.028)
O (0.744, 1.577, -0.178)
N (0.299, 0.532, 0.066)
C (1.078, -0.589, 0.305)
H (2.099, -0.330, 0.651)
H (1.338, -0.904, -0.685)
H (-2.495, 1.063, 0.264)
H (-1.854, 0.094, -1.436)
H (0.484, -1.323, 0.984)